#1
ORCA calculation (ωB97M-V with the def2-TZVPD basis set) on a cluster of 2 separate species, CH6N2O in total.

The structure (SMILES) is [H]/N=C/N.O. The calculation puts the LUMO energy at 1.000 eV.

```
! wB97M-V def2-TZVPD RIJCOSX def2/J DEFGRID3
* xyz 0 1
N -0.86409 -0.61401 -0.77479
H 3.08869 1.30151 -1.01555
H -1.52690 -0.20078 -1.40511
H 2.39204 2.25391 -0.05523
H 0.01850 -0.01591 -0.79461
C -1.43362 -0.99471 0.41639
O 2.28264 1.54846 -0.75395
H -0.90210 -1.16348 2.37140
N -0.66428 -0.79302 1.46789
H -2.39087 -1.32198 0.54354
*
```



#2
ORCA calculation (ωB97M-V with the def2-TZVPD basis set) on a structure of composition CH6N2O.

The calculation puts the LUMO energy at 0.998 eV.

```
! wB97M-V def2-TZVPD RIJCOSX def2/J DEFGRID3
* xyz 0 1
H 0.48961 -0.31265 -1.43871
N -0.54461 -1.30164 0.07472
H -0.34206 -1.67850 0.99197
O 1.49458 -0.21579 0.37734
H 0.80820 1.10439 0.74831
C 0.41854 -0.36053 -0.33874
H -1.17408 1.22940 0.43083
H -0.89866 -1.93969 -0.62399
N -0.18536 1.38784 0.25397
H -0.06616 2.08718 -0.47569
*
```



#3
ORCA calculation (ωB97M-V with the def2-TZVPD basis set) on a cluster of 2 separate species, CH6N2O in total.

The structure (SMILES) is C=[NH+][O-].N. The calculation puts the LUMO energy at -0.301 eV.

```
! wB97M-V def2-TZVPD RIJCOSX def2/J DEFGRID3
* xyz 0 1
H -1.87395 1.67821 -0.43063
H 1.78625 -0.06144 -0.93790
H -1.40423 0.50122 0.71073
H 0.66171 -2.15931 -0.38310
O 1.36734 1.19900 0.98265
H -0.16089 -1.24022 0.91550
N 1.36536 -0.19050 0.01048
H -0.66651 0.75244 -0.69707
N -1.61423 0.69804 -0.34078
C 0.53914 -1.17744 0.17011
*
```



#4
ORCA calculation (ωB97M-V with the def2-TZVPD basis set) on the molecule CH6N2O.

The structure (SMILES) is NNCO. The calculation puts the LUMO energy at 1.004 eV.

```
! wB97M-V def2-TZVPD RIJCOSX def2/J DEFGRID3
* xyz 0 1
H 1.72112 0.92497 -0.59551
O -2.01218 0.19439 -0.02319
H 0.41954 0.07712 1.56743
H -0.90059 -1.43834 0.19887
H -2.06148 1.12468 -0.21227
H -0.25189 -0.30336 -1.19267
N 1.69638 0.18094 0.08372
H 1.74271 -0.74257 -0.25669
N 0.33109 0.29630 0.58105
C -0.68469 -0.31414 -0.15074
*
```



Stability verdict: #1, ahead by 0.762 eV



#1
ORCA calculation (ωB97M-V with the def2-TZVPD basis set) on a cluster of 2 separate species, C6H14N2O2 in total.

The structure (SMILES) is CNC(C)=O.CNC(C)=O. The calculation puts the LUMO energy at 0.610 eV.

```
! wB97M-V def2-TZVPD RIJCOSX def2/J DEFGRID3
* xyz 0 1
H 1.45700 1.53775 -0.47278
C 0.41415 0.09665 -2.22410
H 1.12116 3.19047 -1.05652
H 0.67671 -3.01555 1.67840
N 0.18005 -0.88642 1.85072
O 0.58454 -0.50448 -1.14778
H -0.83937 -0.25637 -4.03632
O -1.76832 -0.48027 2.96799
H -0.31005 -1.69934 -3.38215
H -0.83738 -2.74939 0.99284
H -1.02223 1.96626 2.97292
H 0.79009 -0.77221 1.10981
H -0.73362 -2.71412 2.77089
N 0.76875 1.42722 -2.37422
H -1.79307 1.46702 1.40765
C -0.82834 -0.14677 2.34455
C -0.24625 -2.38787 1.83478
H 0.94773 -0.75453 -4.10992
H -0.02178 1.59813 1.35079
H 0.93521 1.72578 -3.28606
C 0.05300 -0.72755 -3.49117
C -0.85262 1.39539 2.02425
C 1.45549 2.14456 -1.34743
H 2.48569 2.32203 -1.68205
*
```



#2
ORCA calculation (ωB97M-V with the def2-TZVPD basis set) on a cluster of 2 separate species, C6H14N2O2 in total.

The structure (SMILES) is CNC(C)=O.CNC(C)=O. The calculation puts the LUMO energy at 0.713 eV.

```
! wB97M-V def2-TZVPD RIJCOSX def2/J DEFGRID3
* xyz 0 1
H 0.68145 -2.68342 1.45349
N -0.20131 -0.85840 2.37540
C -1.67545 -0.64343 -1.80826
H 0.11509 2.45556 2.03751
H 1.65393 2.67421 -2.17599
H -0.53644 -0.84192 3.35832
H -1.13819 -2.88324 2.20876
H -1.94778 -1.31987 -0.93638
O 0.66176 0.20234 0.46621
C 0.47295 1.44522 2.49975
O 0.59235 -1.22502 -1.77529
N 0.10497 1.00429 -2.21180
C -0.28061 -2.15948 1.63350
H -2.34730 0.25883 -2.06584
C 1.47014 1.51048 -2.13925
H 1.88529 1.15731 -3.14365
H 0.24253 1.19904 3.47456
C -0.19013 -0.33587 -1.92158
H -2.15160 -1.36526 -2.71457
H -0.69738 -1.91089 0.67338
H -0.70040 1.61940 -1.87044
C 0.24671 0.19922 1.60105
H 1.64086 1.44458 2.32586
H 2.09857 1.05632 -1.34474
*
```



Stability verdict: #1, ahead by 1.098 eV



#1
ORCA calculation (ωB97M-V with the def2-TZVPD basis set) on a cluster of 2 separate species, C6H14N2O2 in total.

The structure (SMILES) is C[C@@H](N)C=O.C[C@H](N)C=O. The calculation puts the LUMO energy at 0.590 eV.

```
! wB97M-V def2-TZVPD RIJCOSX def2/J DEFGRID3
* xyz 0 1
C 0.95323 -1.77964 -0.91364
C -0.57570 2.53101 0.76177
H -1.32824 -0.83125 1.41056
C -1.47073 1.30520 0.95611
H -1.96378 1.66178 2.91257
H 0.61319 -2.44491 -2.94418
H 2.15143 -1.60259 -2.70571
H 0.06236 2.67398 1.63548
H 1.95015 -3.25640 -2.10289
C 1.44571 -2.30288 -2.25994
H -1.18867 3.42064 0.62345
H 1.02793 0.44245 -1.29842
H -3.11973 2.13343 1.84806
H 0.17678 -2.42790 -0.50024
O -0.85806 -0.19857 -1.65181
H 2.77353 -1.08502 -0.34321
C 0.25377 -0.35507 -1.21865
N 2.01887 -1.65716 0.02223
O 0.48568 0.04120 1.63307
C -0.67884 0.04709 1.26058
H 1.69089 -1.23974 0.89951
H -2.04114 1.10739 0.04076
N -2.43542 1.41358 2.04766
H 0.05679 2.40336 -0.11310
*
```



#2
ORCA calculation (ωB97M-V with the def2-TZVPD basis set) on a cluster of 2 separate species, C6H14N2O2 in total.

The structure (SMILES) is CNC(C)=O.CNC(C)=O. The calculation puts the LUMO energy at 0.545 eV.

```
! wB97M-V def2-TZVPD RIJCOSX def2/J DEFGRID3
* xyz 0 1
C -1.05867 -0.56268 1.63496
H 1.07680 -1.20273 -3.47888
O 1.57509 -2.66037 -1.95804
H 1.72703 0.47616 -3.04272
H -1.68051 3.14749 1.97219
C 0.97444 -0.18579 -2.85359
H 1.97012 -1.75245 1.01027
C 1.29282 -1.87035 -1.08519
C -0.83341 1.74259 0.79446
N 0.80801 -0.58322 -1.42063
H 0.78814 0.23967 -0.83984
H 0.42813 -2.42275 0.85884
H -1.66596 1.17354 2.66273
C -1.34959 3.11456 0.92207
C 1.41386 -2.45357 0.32879
H -0.33673 -0.93156 2.28839
H 1.80961 -3.40204 0.28317
O -0.36422 1.23736 -0.20176
H -1.84859 -1.12844 2.04475
H -0.57479 3.92267 0.73645
H -1.99808 3.48366 0.15188
H -0.98885 -0.78347 0.44712
N -1.26108 0.98134 1.83190
H 0.09642 0.42039 -3.08732
*
```



Stability verdict: #1, ahead by 0.607 eV



#1
ORCA calculation (ωB97M-V with the def2-TZVPD basis set) on a cluster of 2 separate species, C6H14N2O2 in total.

The structure (SMILES) is CN(C)C=O.CN(C)C=O. The calculation puts the LUMO energy at 0.653 eV.

```
! wB97M-V def2-TZVPD RIJCOSX def2/J DEFGRID3
* xyz 0 1
O 1.02892 -3.38964 -2.20138
H -0.47218 -0.91196 -1.47963
H -1.26008 3.14354 2.35759
H -2.32688 2.03932 2.53256
C -0.64256 -1.15401 -2.52867
N 0.62570 -1.44232 -3.22649
N -0.56091 1.18343 3.19021
H 0.32732 -0.09893 -4.78540
H -1.59446 2.61527 4.10892
H 0.70051 1.58786 4.73405
H 1.92182 -0.77560 -4.76917
H -1.26129 -2.04299 -2.40625
C -1.42536 2.33469 3.06932
C 1.12467 -0.42117 -4.11568
C -0.99526 -0.11203 3.01903
O -2.16480 -0.38925 2.61366
C 0.76614 1.47588 3.65179
H 1.38471 0.60546 3.43304
H 1.43853 2.08552 3.04818
H 2.19517 -2.73873 -3.81156
C 1.34591 -2.61938 -3.12111
H 1.43612 0.43250 -3.51373
H -0.24260 -0.87048 3.28448
H -1.34915 -0.53699 -3.08374
*
```



#2
ORCA calculation (ωB97M-V with the def2-TZVPD basis set) on a cluster of 2 separate species, C6H14N2O2 in total.

The structure (SMILES) is CC(=O)N(C)C.CNC=O. The calculation puts the LUMO energy at 0.763 eV.

```
! wB97M-V def2-TZVPD RIJCOSX def2/J DEFGRID3
* xyz 0 1
N -0.94234 -0.59170 0.51656
O 2.01449 -1.37958 -1.72234
H -0.21899 2.20534 -1.29049
C 1.53721 -1.18859 -0.63863
H -0.37395 0.54707 -1.88222
H 0.05280 -1.45430 2.13121
H -2.27506 -2.12130 0.06144
H 2.45508 1.06271 -1.62154
H -0.99569 -0.10793 2.57847
C -2.14492 -1.06459 -0.16759
H 3.53207 1.15863 -0.22094
C 2.48740 1.17749 -0.53922
H 1.74816 0.05880 1.06561
H 0.37900 -1.43811 -0.10938
N 1.74926 0.08305 0.05561
O -0.28762 1.55321 1.17873
C -0.74860 1.26604 -1.15861
H -2.03676 -0.94771 -1.24321
H -3.03823 -0.52534 0.15936
H -1.80663 1.43857 -1.34251
H -1.68510 -1.67090 2.22954
C -0.90263 -0.97251 1.92701
H 2.03445 2.11910 -0.22763
C -0.53342 0.79253 0.26078
*
```



#3
ORCA calculation (ωB97M-V with the def2-TZVPD basis set) on a cluster of 2 separate species, C6H14N2O2 in total.

The structure (SMILES) is CNC(C)=O.CNC(C)=O. The calculation puts the LUMO energy at 0.580 eV.

```
! wB97M-V def2-TZVPD RIJCOSX def2/J DEFGRID3
* xyz 0 1
H 1.67272 2.86939 0.97867
N -0.53080 1.58030 1.11528
O 0.65880 -0.10451 1.99132
H 2.22617 -0.97844 -0.11557
H -2.35203 -1.57572 -2.77670
H -1.88925 0.74822 2.50034
H -2.63879 1.50400 1.04625
H 1.58003 -2.57776 0.03164
C 1.85987 1.88647 1.39612
H -1.85469 -0.04904 0.94526
C 0.63599 1.03323 1.56155
C -0.37321 -1.56306 -2.00790
H 2.12252 -2.03117 -1.58699
H -2.23335 -0.91311 -1.16696
H -0.61204 2.57710 1.00406
O 0.05957 -2.36271 -2.81882
C -1.79887 0.92261 1.42778
C -1.74007 -0.93577 -2.13915
H -1.72458 0.05009 -2.60751
H 2.36718 1.95608 2.34697
C 1.65038 -1.72630 -0.65902
H 2.54337 1.41075 0.67914
H 0.02844 -0.55097 -0.20875
N 0.34265 -1.16968 -0.93699
*
```



Stability verdict: #3, ahead by 2.379 eV



#1
ORCA calculation (ωB97M-V with the def2-TZVPD basis set) on a cluster of 2 separate species, C4H12NOS in total.

The calculation puts the LUMO energy at 3.597 eV.

```
! wB97M-V def2-TZVPD RIJCOSX def2/J DEFGRID3
* xyz -1 1
C 0.90463 0.57049 0.47764
H -0.99961 1.28868 0.53467
N 0.93563 -0.21059 1.71922
H 1.68495 0.19007 -0.19532
C -0.18774 -1.19195 1.85199
C 0.12500 -2.20085 2.96954
H 0.79130 0.35740 2.54168
H 0.75301 -3.03896 2.66426
H -0.80019 -2.65703 3.28165
H -1.04923 -0.61776 2.21973
H 0.62462 -1.67850 3.78991
H -1.28651 -1.12939 -3.61423
S -0.28783 1.94293 -1.68014
C -0.39310 0.82314 -0.26967
H 1.32616 1.56015 0.73053
O -0.43353 -1.20945 -3.14903
H -0.98924 -0.06470 -0.50869
H -0.48683 -1.74938 0.96817
H -0.40552 -0.26925 -2.83620
*
```



#2
ORCA calculation (ωB97M-V with the def2-TZVPD basis set) on a cluster of 2 separate species, C4H12NOS in total.

The calculation puts the LUMO energy at 3.461 eV.

```
! wB97M-V def2-TZVPD RIJCOSX def2/J DEFGRID3
* xyz -1 1
H -2.48216 1.08422 -0.60912
H -2.62879 -0.27453 0.45308
H 3.21264 0.68621 -0.91708
C -0.91637 -0.26186 -0.82337
H -0.45645 -0.56404 2.19838
H 1.97664 -0.09654 1.09853
N 0.02445 0.24168 0.21957
H 1.61751 0.57364 -1.80114
H -0.48853 -1.31585 3.55072
C 1.43938 -0.11886 0.14508
C -2.40283 -0.01538 -0.59052
H -0.63093 0.37008 -1.68913
O 0.11227 -0.94746 2.87086
H -0.61651 -1.30159 -0.96938
H 1.96726 1.89713 -0.71931
H -0.03296 1.23505 0.36938
H 1.59291 -1.15519 -0.14485
S -3.40934 -0.86575 -1.77426
C 2.12179 0.82906 -0.86744
*
```



#3
ORCA calculation (ωB97M-V with the def2-TZVPD basis set) on a cluster of 2 separate species, C4H12NOS in total.

The calculation puts the LUMO energy at 3.467 eV.

```
! wB97M-V def2-TZVPD RIJCOSX def2/J DEFGRID3
* xyz -1 1
N -0.31813 0.38398 -0.34809
H -2.26989 3.30488 -0.01136
C -1.60066 -0.28331 -0.77087
H 1.82864 -2.32974 0.15538
C 1.39513 -1.42570 -0.52222
H -1.07800 2.30711 -0.37841
H 0.52811 0.73765 1.92887
C 1.28352 0.05497 1.56662
H -2.31616 -0.35151 0.03658
O -1.62061 3.08513 -0.65803
H 2.32695 -0.86922 -0.69613
H 0.67502 -1.73111 -1.33879
H 0.33101 0.56407 -1.18457
H -0.22505 -1.35345 0.84909
S 2.06597 -1.15549 2.63032
H -1.41635 -1.27965 -1.18335
C 0.45167 -0.69836 0.42857
H -2.11335 0.40203 -1.51235
H 2.07217 0.63772 1.00872
*
```



Stability verdict: #1, ahead by 0.195 eV



#1
ORCA calculation (ωB97M-V with the def2-TZVPD basis set) on a cluster of 2 separate species, C4H12NOS in total.

The calculation puts the LUMO energy at 3.271 eV.

```
! wB97M-V def2-TZVPD RIJCOSX def2/J DEFGRID3
* xyz -1 1
H 1.16982 -1.32335 -1.49733
H -0.73052 -1.48453 1.31539
H 1.21073 -0.40329 0.63046
H 1.76779 2.11494 -0.95936
H 2.36611 1.74506 0.77308
O 1.22964 -2.03314 -2.16382
S -3.14548 -1.99747 1.25777
N 0.98936 0.28901 -0.06996
H 0.28773 -2.24454 -2.21280
H 2.88897 0.92155 -0.74445
C -0.31975 0.89888 0.31736
H -0.44465 1.84977 -0.22196
H -1.72182 -0.16637 2.05621
C -1.70093 -0.88308 1.23276
C 2.02089 1.30459 -0.20287
H -2.47314 0.66273 0.02945
H -0.09642 1.15490 1.39289
C -1.57444 0.02228 0.04962
H -1.72389 -0.42795 -0.98246
*
```



#2
ORCA calculation (ωB97M-V with the def2-TZVPD basis set) on a cluster of 2 separate species, C4H12NOS in total.

The calculation puts the LUMO energy at 3.595 eV.

```
! wB97M-V def2-TZVPD RIJCOSX def2/J DEFGRID3
* xyz -1 1
H -1.31915 -0.33427 1.25209
H 0.34972 2.95615 -0.88148
H 1.59779 0.03201 1.58400
N 0.36875 1.48025 0.66398
H -0.53256 0.65696 -2.46708
H -1.15330 0.44005 -0.84732
H -1.62519 1.88628 -1.68872
H 1.36015 1.60146 -1.29421
H 1.13076 2.09041 0.92189
S -0.28391 -2.31792 2.28403
H -0.57869 0.05248 2.76018
H -0.38161 -3.54005 -1.56634
C 0.41283 1.79287 -0.77260
C -0.41662 -0.54857 1.84768
O 0.40028 -3.69664 -1.01577
H 0.80726 -0.46549 0.00625
C -0.77372 1.19525 -1.55125
H -0.04858 -3.33752 -0.19973
C 0.68580 0.05627 0.96439
*
```



Stability verdict: #2, ahead by 0.144 eV